7
Properties=species:S:1:pos:R:3:forces:R:3:lowdin_charge:R:1 method="wB97M-V/def2-TZVPD" multiplicity=3 homo_energy_ev="-8.83 / -10.84" orbital_gap_ev="8.3238 / 7.4841" energy_ha=-5851.4114
C -0.8102 -0.3579 -1.4401 0.677 -0.555 0.086 -1.401
N 1.8794 -0.5184 1.8790 1.705 -4.137 1.076 0.024
O 1.5302 0.5147 1.6753 -0.050 3.929 -0.487 -0.403
O -1.4567 -1.2681 -1.7608 -1.321 -1.319 -0.569 -0.019
Cl -1.3752 1.2174 -1.3928 -0.268 1.562 -0.134 0.675
Br -0.7402 1.0732 1.9646 -1.383 0.396 0.415 0.338
Br 0.9727 -0.6610 -0.9251 0.641 0.124 -0.387 0.787